Entry from the Open Molecules 2025 dataset: C10H10EuN2O4 as an isolated structure in a non-equilibrium geometry (the ωB97M-V functional and the def2-TZVPD basis).

XYZ file:
```
27
C10H10EuN2O4 | the Open Molecules 2025 dataset | the ωB97M-V functional and the def2-TZVPD basis
Eu -0.00003 0.00131 0.28619
O -0.00666 3.56668 0.24256
C -0.00431 2.42058 0.17588
C 0.00446 -2.45571 0.03101
O 0.00689 -3.58313 0.22408
C 2.41459 0.01593 -0.04035
O 3.54830 0.00373 0.00772
C -2.41472 0.00660 -0.04054
O -3.54832 -0.00954 0.00832
C -0.00142 0.67880 -2.44691
H -0.94465 1.29678 -2.39750
H 0.93963 1.30014 -2.39794
C 0.00101 -0.67805 -2.43630
H 0.94424 -1.29391 -2.39734
H -0.93988 -1.29739 -2.39688
C -0.02566 0.78442 5.74566
N -0.01294 0.02926 4.53006
C 0.00680 -1.36191 4.47252
C 0.01531 -1.68313 3.11752
N 0.00005 -0.50430 2.41100
C -0.01747 0.58126 3.27208
H -0.90404 0.53576 6.35850
H 0.85666 0.55978 6.36218
H -0.03996 1.86360 5.53766
H 0.01413 -2.03207 5.33617
H 0.03018 -2.66628 2.58463
H -0.03228 1.69501 3.00440
```

- frontier orbital gap (alpha / beta) (Eh) = 0.2554 / 0.2876
- charge = +2
- ⟨S²⟩ = 15.760
- molecular weight (g/mol) = 374.16
- 2S+1 = 8